Entry 1:
Below is C4H9NO in the gas phase, with properties calculated with the ωB97M-V functional and the def2-TZVPD basis.

The value obtained for the LUMO energy is 0.929 eV. The calculation puts the HOMO energy at -0.253 Ha. For the relative energy (zero: lowest compared OMol25 entry of this formula, charge and spin), the calculation gives 112.2 kcal/mol.

Last column: natural (NBO) charge in e.
Element x y z (Å)
O (-0.21, 0.44, -1.46)  -0.4901
N (-0.31, -0.52, 0.64)  -0.5974
C (1.11, 1.46, 0.27)  -0.6863
C (-1.15, -0.52, -1.91)  -0.2569
C (0.19, -0.92, 1.93)  -0.5766
C (0.14, 0.40, -0.14)  0.5204
H (0.89, -0.25, 2.44)  0.1734
H (2.15, 1.08, 0.26)  0.2317
H (-1.36, -0.28, -2.95)  0.1984
H (-0.74, -1.54, -1.84)  0.1769
H (-0.59, -1.36, 2.55)  0.1920
H (0.90, 1.79, 1.29)  0.2315
H (1.05, 2.32, -0.41)  0.2381
H (-0.02, -1.61, 0.64)  0.4561
H (-2.07, -0.48, -1.32)  0.1888

---

Entry 2:
Below is C2H5N in the gas phase at a distorted geometry, with properties calculated with the ωB97M-V functional and the def2-TZVPD basis.

The value obtained for the LUMO energy is 1.220 eV. The SMILES is C1CN1. The calculation puts the HOMO energy at -0.365 Ha. For the relative energy (zero: lowest compared OMol25 entry of this formula, charge and spin), the calculation gives 48.1 kcal/mol.

Last column: natural (NBO) charge in e.
Element x y z (Å)
N (0.52, 0.09, 0.75)  -0.5778
C (0.31, -0.27, -0.72)  -0.2876
C (-0.77, 0.29, -0.04)  -0.2751
H (0.18, -1.26, -0.72)  0.1935
H (-1.74, -0.14, 0.30)  0.2049
H (0.63, -1.03, 1.12)  0.3229
H (0.98, 0.33, -1.33)  0.2140
H (-0.96, 1.37, -0.03)  0.2053

---

Entry 3:
Below is a 3-piece molecular cluster, C35H63BFN2O12P overall at a distorted geometry, with properties calculated with the ωB97M-V functional and the def2-TZVPD basis.

The value obtained for the LUMO energy is 0.239 eV. The SMILES is CCOB(O)[C@@]1(C(=O)NC(=O)F)[C@](Cc2ccc(C)cc2)(P(C)CC)NC(=O)[C@]1(O)[C@H](C)CC.COCCOCCOC.COCCOCCOC. The calculation puts the HOMO energy at -0.310 Ha. For the relative energy (zero: lowest compared OMol25 entry of this formula, charge and spin), the calculation gives 240.5 kcal/mol.

Last column: Mulliken charge in e.
Element x y z (Å)
P (2.19, 1.10, -2.71)  0.0046
F (5.29, 2.58, 0.25)  -0.2087
O (-1.78, 2.11, -0.26)  -0.3735
O (-0.67, 2.53, -3.28)  -0.5931
O (0.77, -4.81, -3.64)  -0.3793
O (4.34, 4.19, 1.55)  -0.4926
O (-1.46, -6.09, -1.99)  -0.2991
O (-5.05, 1.37, 2.78)  -0.3685
O (-0.47, -0.53, 1.46)  -0.5923
O (2.44, 1.79, 1.84)  -0.5746
O (-6.64, 3.74, 4.15)  -0.2566
O (-0.46, 1.76, 2.35)  -0.2145
O (-0.38, -7.47, -4.63)  -0.2801
O (-4.19, 2.47, 5.49)  -0.4959
N (2.80, 3.24, 0.06)  0.3882
N (-0.26, 0.43, -1.97)  -0.2282
C (-4.74, 0.61, 3.94)  -0.2866
C (0.20, 2.41, 4.63)  -1.0934
C (-0.65, -4.61, -3.74)  -0.4069
C (1.96, 0.03, -4.28)  -0.2823
C (3.06, -1.24, 1.23)  0.3042
C (7.03, -2.44, 1.83)  -1.0507
C (-0.22, 1.17, 3.65)  0.1157
C (1.09, 0.42, -1.26)  -1.2400
C (-5.09, 1.39, 5.21)  -0.3557
C (2.03, 2.14, 0.68)  -1.2085
C (1.33, 5.98, -0.65)  -1.1183
C (2.77, -1.48, -0.28)  -0.0258
C (-0.30, 3.99, -0.37)  -0.0310
C (4.02, 1.04, -2.11)  -0.7619
C (-0.80, -7.65, -5.96)  -0.8061
C (3.30, -0.70, -4.80)  -0.8187
C (4.16, 3.35, 0.63)  0.4246
C (1.39, -1.14, -1.03)  0.2727
C (-1.32, -6.24, -0.58)  -0.7555
C (0.76, 1.41, -0.04)  2.8803
C (4.45, -1.57, 1.91)  -0.8307
C (-0.46, 1.89, -2.21)  -0.4988
C (1.21, -6.14, -3.37)  -0.3436
C (-4.26, 3.61, 4.62)  0.1189
C (5.35, -2.47, -0.43)  -0.7171
C (-1.76, 4.72, -0.32)  -1.1721
C (3.96, -2.14, -1.10)  -0.1333
C (-4.10, 1.20, 1.74)  -0.2842
C (5.64, -2.18, 1.08)  0.6819
C (-7.86, 3.93, 4.84)  -0.8325
C (1.00, -7.12, -4.52)  -0.5974
C (-0.39, 2.41, -0.66)  0.6696
C (-1.39, -4.73, -2.41)  -0.2640
C (-5.54, 4.43, 4.75)  -0.7696
C (0.53, 4.83, -1.50)  -0.3789
B (-0.05, 0.86, 1.27)  -0.0890
H (-2.42, -4.38, -2.54)  0.4287
H (-5.74, 4.63, 5.81)  0.3613
H (3.98, 0.92, -0.97)  -0.0201
H (-0.44, -5.69, -0.21)  0.3087
H (-0.77, -3.58, -4.09)  0.4596
H (-1.08, -5.25, -4.51)  0.0996
H (7.92, -1.97, 1.25)  0.2953
H (3.12, -1.02, -5.90)  0.3770
H (0.50, -1.73, -0.57)  0.3553
H (6.97, -1.85, 2.83)  0.2947
H (-1.22, 0.74, 4.05)  0.0341
H (-7.74, 3.72, 5.91)  0.3685
H (-0.17, 5.42, -2.20)  0.5399
H (4.56, 2.02, -2.41)  0.3339
H (-6.12, 1.73, 5.21)  0.1005
H (-4.06, 3.32, 3.59)  -0.1238
H (-1.50, 5.85, -0.21)  0.3863
H (-3.69, 0.33, 3.97)  0.0597
H (1.71, 5.57, 0.37)  0.2019
H (6.22, -2.92, -1.02)  0.2619
H (-2.22, -5.90, -0.08)  0.3295
H (-0.37, -0.20, -2.77)  0.4386
H (0.55, 0.32, 3.68)  0.1493
H (-0.51, -6.80, -6.59)  0.3574
H (3.38, -1.70, -4.22)  0.0463
H (1.34, 2.49, 4.56)  0.2807
H (1.16, -0.78, -4.18)  0.0612
H (-2.31, 2.11, -1.10)  0.4945
H (-0.90, -4.11, -1.66)  0.0714
H (4.60, 0.15, -2.52)  0.5197
H (-8.59, 3.22, 4.44)  0.2321
H (1.37, -6.68, -5.45)  0.3433
H (-1.17, -7.30, -0.37)  0.2368
H (0.16, -1.02, 2.02)  0.3481
H (-0.20, 2.29, 5.70)  0.3447
H (-4.99, 0.71, 6.05)  0.4409
H (4.25, -0.08, -4.67)  0.2643
H (-2.36, 4.46, 0.62)  0.0191
H (1.50, -1.61, -2.09)  0.0639
H (3.88, -2.40, -2.21)  0.2191
H (-8.23, 4.95, 4.70)  0.3276
H (-4.28, 1.96, 0.98)  0.2368
H (-3.43, 4.25, 4.93)  0.4184
H (2.27, -0.79, 1.92)  -0.1092
H (0.14, 4.13, 0.69)  0.2207
H (1.55, -8.04, -4.32)  0.4152
H (1.24, 4.14, -2.07)  0.1460
H (-0.38, -8.57, -6.38)  0.3287
H (-4.21, 0.21, 1.29)  0.3810
H (-5.35, -0.30, 3.90)  0.4049
H (2.79, 3.19, -0.97)  0.2870
H (4.59, -1.34, 3.02)  0.2150
H (2.29, -6.05, -3.21)  0.4030
H (-3.08, 1.33, 2.11)  -0.0671
H (-5.42, 5.38, 4.22)  0.4134
H (2.29, 6.32, -1.20)  0.3160
H (1.63, 0.76, -5.11)  0.4629
H (7.21, -3.54, 2.12)  0.2688
H (-1.89, -7.71, -5.98)  0.2330
H (-0.25, 3.34, 4.14)  0.1611
H (-2.34, 4.63, -1.30)  0.3503
H (0.80, -6.51, -2.43)  0.1283
H (0.66, 6.88, -0.40)  0.3232

---

Entry 4:
Below is C8H24Be2O12Ti as an isolated structure at a distorted geometry, with properties calculated with the ωB97M-V functional and the def2-TZVPD basis.

The charge is +1. As for the spin multiplicity: 4. The value obtained for the LUMO energy (spin up / spin down) is -5.097 / -5.201 eV. The calculation puts the HOMO energy (spin up / spin down) at -0.380 / -0.448 Ha. The expectation value of S² is 3.75. For the relative energy (zero: lowest compared OMol25 entry of this formula, charge and spin), the calculation gives 0.0 kcal/mol.

Last column: Löwdin spin population.
Element x y z (Å)
Ti (-18.31, 12.35, 14.35)  1.9947
O (-16.37, 10.38, 13.09)  0.0069
O (-13.19, 8.97, 15.12)  0.0014
O (-18.01, 13.61, 18.77)  0.0006
O (-14.49, 15.44, 16.92)  0.1089
O (-13.36, 10.73, 18.40)  0.0012
O (-19.14, 9.71, 17.74)  0.0005
O (-17.40, 10.74, 15.64)  0.0173
O (-16.91, 12.77, 16.33)  0.0563
O (-15.39, 11.27, 16.33)  0.0441
O (-16.13, 12.63, 13.32)  0.0897
O (-15.92, 7.76, 15.66)  0.0013
O (-14.69, 11.24, 14.25)  0.0692
C (-17.52, 12.66, 19.74)  0.0004
C (-15.66, 16.07, 17.43)  0.0093
C (-15.62, 11.41, 13.36)  0.0254
C (-20.43, 10.27, 17.99)  0.0002
C (-12.36, 10.15, 15.28)  0.0020
C (-15.31, 7.70, 16.95)  0.0004
C (-16.62, 11.53, 16.30)  0.0287
C (-13.92, 10.37, 19.67)  0.0001
Be (-15.49, 9.79, 14.39)  0.0159
Be (-14.85, 13.43, 15.30)  0.5109
H (-16.50, 15.41, 17.19)  0.0031
H (-14.34, 7.20, 16.96)  0.0000
H (-15.97, 7.13, 17.60)  0.0000
H (-18.68, 10.18, 17.03)  0.0002
H (-15.70, 16.23, 18.50)  0.0007
H (-14.83, 10.95, 19.81)  0.0000
H (-20.20, 11.30, 18.26)  0.0001
H (-20.89, 9.80, 18.86)  0.0000
H (-21.12, 10.11, 17.16)  0.0000
H (-16.61, 13.05, 20.20)  0.0000
H (-12.96, 11.05, 15.21)  0.0065
H (-11.84, 10.01, 16.22)  0.0000
H (-17.32, 11.72, 19.23)  0.0003
H (-12.50, 8.29, 15.13)  0.0000
H (-15.93, 16.97, 16.87)  0.0006
H (-17.59, 13.37, 17.93)  0.0001
H (-14.17, 9.31, 19.75)  0.0000
H (-14.08, 10.83, 17.76)  -0.0002
H (-16.11, 6.88, 15.32)  0.0001
H (-18.27, 12.55, 20.52)  0.0000
H (-15.19, 8.69, 17.36)  0.0002
H (-11.62, 10.25, 14.48)  0.0000
H (-13.16, 10.69, 20.37)  0.0000
H (-13.74, 15.98, 17.20)  0.0028

---

The lowest relative energy (zero: lowest compared OMol25 entry of this formula, charge and spin) belongs to which entry?
C8H24Be2O12Ti